3 unconnected molecules or ions with the total composition C2H8BrCl2N. Source: OMol25; level of theory: wB97M-V/def2-TZVPD.

Last column: natural (NBO) charge in e.
Cartesian coordinates (Å):
N1 0.610 -1.943 2.103  -0.87
H1 0.335 -2.146 3.054  0.45
H2 -0.215 -1.472 1.761  0.44
H3 0.637 -2.778 1.537  0.45
H4 1.544 -1.565 2.028  0.46
Br1 -2.320 -1.341 0.752  0.04
Cl1 0.078 3.461 -1.714  0.01
C1 0.260 1.937 -0.934  -0.43
C2 -0.493 0.793 -1.626  -0.38
Cl2 0.161 0.546 -3.271  -0.02
H5 -0.061 2.043 0.102  0.21
H6 1.316 1.704 -1.071  0.23
H7 -1.576 0.821 -1.739  0.23
H8 -0.278 -0.060 -0.981  0.17

Computed properties:
E_LUMO (alpha / beta)	-4.362 / -8.361	eV
2S+1	2
charge	+1
gap between HOMO and LUMO (alpha / beta)	0.3282 / 0.1810	Eh
electronic energy	-3629.83168	a.u.



2 unconnected molecules or ions with the total composition C2H8Cl2Si2. Source: OMol25; level of theory: wB97M-V/def2-TZVPD.

Last column: natural (NBO) charge in e.
Cartesian coordinates (Å):
C1 -1.590 1.106 1.164  -1.14
C2 0.918 -0.569 -2.054  -1.05
Si1 -0.533 -0.432 1.017  0.65
Si2 1.316 -0.118 -0.214  1.04
Cl1 1.882 1.909 -0.106  -0.36
Cl2 2.844 -1.333 0.387  -0.34
H1 -1.771 1.689 0.320  0.25
H2 -2.623 0.945 1.381  0.26
H3 -1.189 1.796 1.893  0.25
H4 0.430 0.251 -2.456  0.24
H5 1.942 -0.631 -2.632  0.25
H6 0.461 -1.454 -1.982  0.23
H7 -0.056 -1.027 2.464  -0.11
H8 -2.033 -2.130 0.818  -0.16

Computed properties:
E_LUMO	-0.650	eV
gap between HOMO and LUMO	0.3266	Eh
electronic energy	-1580.36136	a.u.



2 unconnected molecules or ions with the total composition C2H8Cl2Si2. Source: OMol25; level of theory: wB97M-V/def2-TZVPD.

Last column: natural (NBO) charge in e.
Cartesian coordinates (Å):
C1 -2.089 -1.841 1.618  -0.86
C2 2.171 1.060 -1.778  -1.18
Si1 -0.548 2.472 -0.169  0.48
Si2 0.929 0.684 -0.528  0.99
Cl1 1.490 -0.582 1.138  -0.39
Cl2 -0.470 -0.612 -1.562  -0.42
H1 -1.188 -1.729 0.891  0.23
H2 -2.841 -2.297 0.926  0.21
H3 -2.363 -0.826 1.740  0.21
H4 1.621 1.585 -2.592  0.27
H5 2.675 1.884 -1.325  0.24
H6 2.887 0.317 -2.203  0.27
H7 -0.294 2.336 1.369  -0.25
H8 -1.978 -2.450 2.475  0.22

Computed properties:
E_LUMO	-1.859	eV
gap between HOMO and LUMO	0.2698	Eh
electronic energy	-1580.37399	a.u.



2 unconnected molecules or ions with the total composition C2H8IN2. Source: OMol25; level of theory: wB97M-V/def2-TZVPD.

Last column: natural (NBO) charge in e.
Cartesian coordinates (Å):
C1 0.345 -1.569 0.112  -0.45
C2 0.726 0.782 0.348  0.41
N1 0.708 2.008 -0.078  -0.69
N2 0.210 -0.211 -0.278  -0.52
I1 -2.965 -0.070 0.081  0.00
H1 -0.020 -1.706 1.138  0.24
H2 -0.304 -2.189 -0.610  0.25
H3 1.385 -1.904 0.105  0.24
H4 0.793 0.722 1.444  0.23
H5 0.508 2.022 -1.023  0.39
H6 0.577 2.932 0.350  0.46
H7 -1.710 -0.772 -0.423  0.01
H8 -0.253 -0.046 -1.165  0.43

Computed properties:
E_LUMO	-4.263	eV
charge	+1
gap between HOMO and LUMO	0.3467	Eh
electronic energy	-487.91664	a.u.



A molecular structure, C2H8IN3OS. Source: OMol25; level of theory: wB97M-V/def2-TZVPD.

Last column: natural (NBO) charge in e.
Cartesian coordinates (Å):
C1 -0.157 -1.780 0.537  -0.29
C2 -0.985 0.460 -1.717  -0.80
N1 0.840 1.072 0.185  -0.82
N2 1.291 -2.038 0.462  -0.80
N3 0.901 2.045 1.193  -0.65
O1 -1.610 0.495 0.930  -0.97
S1 -0.472 0.251 0.023  1.78
I1 -0.909 2.506 -2.113  0.18
H1 -0.415 -1.688 1.559  0.22
H2 -0.600 -2.559 -0.060  0.21
H3 -1.965 0.039 -2.059  0.27
H4 -0.127 -0.025 -2.050  0.22
H5 1.704 -1.118 0.729  0.38
H6 1.498 -2.163 -0.528  0.35
H7 0.470 2.886 0.910  0.35
H8 0.535 1.616 2.001  0.35

Computed properties:
E_LUMO	-0.064	eV
gap between HOMO and LUMO	0.3146	Eh
electronic energy	-1016.22011	a.u.



2 unconnected molecules or ions with the total composition C2H8IN4. Source: OMol25; level of theory: wB97M-V/def2-TZVPD.

Last column: natural (NBO) charge in e.
Cartesian coordinates (Å):
C1 -0.991 1.598 0.057  -0.20
C2 -0.306 0.490 -0.466  0.16
N1 -0.485 1.154 2.318  -0.40
N2 -0.966 1.870 1.400  -0.12
N3 1.410 -2.201 -1.671  -1.02
N4 0.286 -0.387 0.321  -0.66
I1 -0.198 -3.595 -1.837  0.27
H1 -1.317 2.174 -0.711  0.24
H2 -0.262 0.578 -1.585  0.25
H3 2.222 -2.746 -1.331  0.39
H4 -0.674 1.565 3.312  0.39
H5 -1.387 2.757 1.610  0.41
H6 1.451 -1.960 -2.629  0.38
H7 0.278 -0.259 1.314  0.44
H8 0.939 -1.038 -0.103  0.45

Computed properties:
E_LUMO	-5.114	eV
charge	+1
gap between HOMO and LUMO	0.2722	Eh
electronic energy	-597.38046	a.u.



A gas-phase ion, C2H8N (charge +1). Source: OMol25; level of theory: wB97M-V/def2-TZVPD.

Last column: natural (NBO) charge in e.
Cartesian coordinates (Å):
C1 0.872 0.707 0.728  -0.67
C2 0.429 -0.244 -0.416  -0.19
N1 -1.144 -0.462 -0.345  -0.71
H1 2.012 0.942 0.653  0.28
H2 0.346 1.687 0.598  0.23
H3 0.874 0.367 1.710  0.24
H4 0.625 0.203 -1.368  0.23
H5 0.820 -1.267 -0.412  0.23
H6 -1.379 -0.450 0.733  0.45
H7 -1.486 -1.378 -0.650  0.46
H8 -1.613 0.354 -0.719  0.45

Computed properties:
E_LUMO	-3.981	eV
charge	+1
gap between HOMO and LUMO	0.4975	Eh
electronic energy	-135.47983	a.u.



2 unconnected molecules or ions with the total composition C2H8N2. Source: OMol25; level of theory: wB97M-V/def2-TZVPD.

Last column: natural (NBO) charge in e.
Cartesian coordinates (Å):
N1 1.301 0.677 -1.201  -0.09
C1 0.333 0.624 -0.161  -0.15
C2 -1.108 0.058 -0.065  -0.43
N2 -1.419 -0.670 1.160  -0.28
H1 0.772 0.514 -2.062  0.37
H2 0.363 1.680 -0.582  0.40
H3 1.804 -1.549 0.888  0.01
H4 0.777 0.571 0.846  0.28
H5 -1.889 0.783 -0.449  0.27
H6 -1.184 -0.959 -0.470  0.31
H7 1.790 -1.779 0.200  0.00
H8 -1.539 0.050 1.895  0.31

Computed properties:
E_LUMO (alpha / beta)	-8.558 / -8.586	eV
2S+1	2
charge	+1
gap between HOMO and LUMO (alpha / beta)	0.2715 / 0.2595	Eh
electronic energy	-189.93357	a.u.



2 unconnected molecules or ions with the total composition C2H8N2O. Source: OMol25; level of theory: wB97M-V/def2-TZVPD.

Last column: natural (NBO) charge in e.
Cartesian coordinates (Å):
C1 -0.598 -3.344 -1.401  0.28
O1 -0.769 -3.130 -0.239  -0.48
H1 -0.298 -4.326 -1.814  0.10
H2 -0.397 -2.553 -2.155  0.10
N1 1.187 0.773 0.673  -0.85
C2 0.122 1.725 0.253  -0.06
N2 -0.949 1.867 1.186  -0.84
H3 1.550 0.382 -0.194  0.35
H4 1.986 1.286 1.033  0.35
H5 -0.279 1.422 -0.717  0.17
H6 0.589 2.687 0.016  0.16
H7 -0.571 2.132 2.085  0.36
H8 -1.573 1.080 1.276  0.37

Computed properties:
E_LUMO	0.778	eV
gap between HOMO and LUMO	0.3708	Eh
electronic energy	-265.69807	a.u.



2 unconnected molecules or ions with the total composition C2H8N2O. Source: OMol25; level of theory: wB97M-V/def2-TZVPD.

Last column: natural (NBO) charge in e.
Cartesian coordinates (Å):
N1 2.232 -1.431 0.491  -0.82
C1 1.587 -0.292 0.872  -0.01
C2 0.776 0.553 0.251  -0.16
N2 0.786 0.872 -1.217  -0.89
H1 2.380 -2.155 1.177  0.39
H2 1.977 -1.807 -0.420  0.38
H3 1.687 -0.068 2.029  0.18
H4 0.054 1.119 0.792  0.19
H5 0.818 0.047 -1.682  0.35
H6 1.327 1.729 -1.530  0.39
O1 -4.473 0.290 -0.577  -0.92
H7 -4.688 -0.051 0.279  0.46
H8 -4.462 1.194 -0.466  0.46

Computed properties:
E_LUMO	0.912	eV
gap between HOMO and LUMO	0.3148	Eh
electronic energy	-265.67916	a.u.



2 unconnected molecules or ions with the total composition C2H8N2O. Source: OMol25; level of theory: wB97M-V/def2-TZVPD.

Last column: natural (NBO) charge in e.
Cartesian coordinates (Å):
N1 -0.066 -1.219 -1.113  -0.84
C1 -0.348 -2.552 -1.348  0.54
O1 0.442 -3.406 -1.705  -0.60
H1 -0.630 -0.445 -1.057  0.41
H2 0.972 -1.095 -1.000  0.39
H3 -1.481 -2.705 -1.238  0.09
C2 -0.290 1.839 1.314  -0.44
N2 0.700 1.243 0.340  -0.83
H4 -0.011 2.300 2.319  0.18
H5 -0.988 1.002 1.654  0.19
H6 -0.837 2.663 0.787  0.20
H7 1.447 1.937 0.310  0.35
H8 1.089 0.438 0.736  0.35

Computed properties:
E_LUMO	0.788	eV
gap between HOMO and LUMO	0.3949	Eh
electronic energy	-265.72769	a.u.



2 unconnected molecules or ions with the total composition C2H8N2O. Source: OMol25; level of theory: wB97M-V/def2-TZVPD.

Last column: natural (NBO) charge in e.
Cartesian coordinates (Å):
C1 -2.408 -2.187 -0.420  0.27
O1 -2.871 -3.314 -0.183  -0.49
H1 -1.914 -1.812 -1.321  0.12
H2 -2.383 -1.335 0.384  0.10
N1 1.627 0.157 0.890  -0.87
C2 1.027 1.387 0.529  -0.04
N2 0.388 1.433 -0.891  -0.95
H3 2.253 -0.282 0.214  0.38
H4 1.007 -0.525 1.457  0.38
H5 1.826 2.178 0.334  0.14
H6 0.399 1.730 1.290  0.17
H7 0.080 0.425 -1.013  0.39
H8 0.969 2.146 -1.270  0.40

Computed properties:
E_LUMO	0.351	eV
gap between HOMO and LUMO	0.3356	Eh
electronic energy	-265.65119	a.u.